The molecule C3H2ClNS, computed with ωB97M-V/def2-TZVPD.

Calculated values
HOMO-LUMO gap = 7.55 eV
LUMO energy = -0.208 eV
multiplicity = 1

Last column: Mulliken charge in e.
CARTESIAN COORDINATES (ANGSTROEM)
C 1.01094 -1.22122 -0.12872  -0.0986
C 0.72551 1.13538 0.13892  -0.2171
C -1.48722 -0.27636 0.04556  -0.1174
N 1.25561 -0.06267 0.02275  -0.1016
S -1.04377 1.29806 0.15601  0.0339
Cl -3.11364 -0.63541 0.22085  -0.1343
H 1.40490 -2.16622 0.02208  0.3630
H 1.24767 1.92844 -0.47745  0.2719

***

An isolated ion of composition C3H2ClO3 and charge -1, computed with ωB97M-V/def2-TZVPD.

Calculated values
HOMO-LUMO gap = 8.30 eV
LUMO energy = 3.779 eV
SMILES = O=C([O-])[C@]1(Cl)CO1
total charge = -1
multiplicity = 1

Last column: Mulliken charge in e.
CARTESIAN COORDINATES (ANGSTROEM)
O -0.58642 -2.38467 -0.58514  -0.6511
C -0.00728 -1.53993 0.06900  0.3971
O 0.67802 -1.54519 1.11369  -0.7050
C -0.22035 -0.01243 -0.28305  0.6476
Cl -0.53794 0.15782 -2.08954  -0.3111
C 0.35886 1.23877 0.37713  -0.4863
O -1.03601 0.86554 0.40245  -0.4010
H 0.84588 1.28952 1.35360  0.2382
H 0.50522 1.93056 -0.35814  0.2715

***

C3H2CrLiO2 as an isolated structure, computed with ωB97M-V/def2-TZVPD.

Calculated values
HOMO-LUMO gap (alpha / beta) = 5.28 / 7.09 eV
LUMO energy (alpha / beta) = -12.141 / -11.767 eV
total charge = +2
multiplicity = 6

Last column: Mulliken spin population.
CARTESIAN COORDINATES (ANGSTROEM)
C 0.49376 1.10541 0.93153  -0.0943
C 1.31129 0.28193 0.36040  0.0091
H 0.89910 1.52506 1.86223  -0.0020
H 2.36013 0.25393 0.07007  -0.0009
O 0.77185 -0.95172 -0.61527  0.0287
C -0.24928 -0.86256 -1.30324  0.2492
O -1.38732 -0.50626 -0.92819  -0.0246
Li -1.51505 1.12708 0.49556  0.0022
Cr -2.68447 -1.97288 -0.87308  4.8326

***

C3H2CuLiO3 as an isolated structure, computed with ωB97M-V/def2-TZVPD.

Calculated values
HOMO-LUMO gap (alpha / beta) = 7.08 / 5.61 eV
LUMO energy (alpha / beta) = -5.020 / -6.455 eV
total charge = +1
multiplicity = 2

Last column: Mulliken spin population.
CARTESIAN COORDINATES (ANGSTROEM)
C 0.99555 -0.50927 -0.21151  0.1963
C -0.07170 0.20203 0.19760  0.3421
O -1.33387 -0.09954 -0.31159  0.0962
C -2.45063 0.08392 0.43669  -0.0005
O -2.28027 0.40258 1.63445  0.0284
O 2.25702 -0.22069 0.06701  0.2827
Li -4.16470 0.26802 1.45944  -0.0001
H -0.01578 0.96610 0.97418  0.0181
H 0.81052 -0.89216 -1.24952  0.0072
Cu 3.17115 0.91478 0.85121  0.0296

***

C3H2DyFO2 as an isolated structure, computed with ωB97M-V/def2-TZVPD.

Calculated values
HOMO-LUMO gap (alpha / beta) = 7.34 / 7.62 eV
LUMO energy (alpha / beta) = -15.742 / -16.803 eV
total charge = +3
multiplicity = 7

Last column: Mulliken spin population.
CARTESIAN COORDINATES (ANGSTROEM)
H -0.86832 1.38130 2.19139  -0.0132
F 0.37803 1.50320 -1.07270  -0.0212
O 0.60250 -0.64746 -1.28325  -0.0170
O -0.38134 1.44654 1.36131  0.1920
C 0.25468 0.29937 -0.60261  -0.2279
C -0.72114 -0.92712 1.18268  -0.2751
C -0.21461 0.23972 0.79838  0.1226
H -0.60930 -1.97739 0.93060  -0.0105
Dy 1.55950 -1.31816 -3.50579  6.2505

***

C3H2DyO2 as an isolated structure, computed with ωB97M-V/def2-TZVPD.

Calculated values
HOMO-LUMO gap (alpha / beta) = 7.65 / 8.08 eV
LUMO energy (alpha / beta) = -11.669 / -11.709 eV
total charge = +2
multiplicity = 7

Last column: Mulliken spin population.
CARTESIAN COORDINATES (ANGSTROEM)
O 0.93927 1.17636 -1.00735  0.0296
C 0.51500 0.80846 0.15991  -0.1787
C -1.42852 -0.76872 0.13797  -0.0060
O 0.79991 1.25836 1.25257  0.0489
C -0.13003 -0.52890 -0.01413  -0.0522
Dy 3.12226 0.14777 -1.26182  6.1588
H -1.90747 -1.62608 -0.34375  0.0000
H -1.91043 -0.46725 1.07661  -0.0005

***

C3H2DyO3 as an isolated structure, computed with ωB97M-V/def2-TZVPD.

Calculated values
HOMO-LUMO gap (alpha / beta) = 6.78 / 7.79 eV
LUMO energy (alpha / beta) = -5.003 / -4.781 eV
total charge = +1
multiplicity = 6

Last column: Mulliken spin population.
CARTESIAN COORDINATES (ANGSTROEM)
H 0.00123 -0.15374 1.12573  0.0171
C 1.17105 0.08071 -1.30874  -0.0083
O 1.78372 -0.77654 -0.79542  0.0019
O 0.56598 1.05895 -1.48457  0.0056
C -2.35688 1.33543 2.43667  0.0025
C -1.68265 0.52816 1.84109  0.0035
O -1.01491 -0.32363 1.12585  -0.0046
H -2.94705 2.14647 2.81960  -0.0010
Dy 2.48830 2.08848 2.44542  4.9833

***

C3H2EuO2 as an isolated structure, computed with ωB97M-V/def2-TZVPD.

Calculated values
HOMO-LUMO gap (alpha / beta) = 6.95 / 7.05 eV
LUMO energy (alpha / beta) = -10.853 / -10.752 eV
total charge = +2
multiplicity = 8

Last column: Mulliken spin population.
CARTESIAN COORDINATES (ANGSTROEM)
O -1.99555 -0.76183 -0.15827  0.0007
C -1.19169 0.11926 0.05437  0.0009
C 0.26435 -0.29267 0.86847  -0.0043
H 0.56918 -1.22547 1.34874  -0.0003
C 0.76819 0.21917 -0.40975  -0.0050
O 1.03590 0.87578 0.80235  -0.0017
H -1.49409 1.19210 0.03990  -0.0005
Eu 2.04371 -0.12633 -2.54582  7.0102

***

The molecule C3H2F4O, computed with ωB97M-V/def2-TZVPD.

Calculated values
HOMO-LUMO gap = 10.92 eV
LUMO energy = -0.123 eV
SMILES = O=CC(F)(F)C(F)F
multiplicity = 1

Last column: Mulliken charge in e.
CARTESIAN COORDINATES (ANGSTROEM)
O -0.70843 -1.08712 -1.49093  -0.4573
C -1.15795 -0.63610 -0.43961  -0.0681
C -0.11073 -0.17882 0.55955  0.8465
F -0.69793 0.61912 1.43505  -0.2858
F 0.30425 -1.33311 1.19443  -0.2760
C 0.97910 0.57721 -0.17555  0.0850
F 0.38001 1.60166 -0.83316  -0.2594
F 1.81969 1.08779 0.73483  -0.2522
H -2.25410 -0.57868 -0.10326  0.3187
H 1.44608 -0.07196 -0.88135  0.3487

***

C3H2FLuO2 as an isolated structure, computed with ωB97M-V/def2-TZVPD.

Calculated values
HOMO-LUMO gap (alpha / beta) = 7.59 / 6.68 eV
LUMO energy (alpha / beta) = -5.529 / -7.457 eV
total charge = +1
multiplicity = 2

Last column: Mulliken spin population.
CARTESIAN COORDINATES (ANGSTROEM)
F -1.84632 0.03191 -0.34844  0.0050
O 1.28933 -0.53232 -0.36602  0.0066
O 0.27093 -2.44652 0.33709  0.0022
C 0.50582 0.75550 -0.17514  0.0767
C -0.57095 -0.06058 0.50424  -0.0070
C 0.32949 -1.25150 0.22230  -0.0017
H 1.04925 1.41933 0.51301  -0.0251
H -0.85930 0.13333 1.54326  0.0009
Lu -0.16825 1.95086 -2.23031  0.9424

***

The molecule C3H2FN, computed with ωB97M-V/def2-TZVPD.

Calculated values
HOMO-LUMO gap = 10.98 eV
LUMO energy = 0.320 eV
SMILES = N#C/C=C/F
multiplicity = 1

Last column: Mulliken charge in e.
CARTESIAN COORDINATES (ANGSTROEM)
N -2.33788 -0.43761 -0.07664  -0.3731
C -1.33189 0.12360 0.02848  0.3373
C -0.02056 0.59692 -0.08624  -0.3759
C 0.85007 -0.36767 -0.08461  -0.0781
F 2.20093 -0.17884 -0.03822  -0.2267
H 0.03904 1.61894 0.08322  0.3620
H 0.60029 -1.35533 0.17401  0.3546

***

A 2-piece molecular cluster, C3H2FN overall, computed with ωB97M-V/def2-TZVPD.

Calculated values
HOMO-LUMO gap = 10.47 eV
LUMO energy = -0.901 eV
SMILES = C#CC#N.F
multiplicity = 1

Last column: Mulliken charge in e.
CARTESIAN COORDINATES (ANGSTROEM)
C 1.69579 -0.35718 -0.57484  -0.1694
C 0.51660 -0.18863 -0.29493  -0.2153
C -0.55711 0.19775 0.38259  0.5296
N -1.73601 0.37931 0.58854  -0.5927
H 2.46409 -0.65890 -1.13694  0.4222
F -2.74071 -0.59255 -1.35915  -0.4277
H -2.62077 -0.01820 -0.71781  0.4533

***

Question: Look up the multiplicity of the third one.
Answer: 6

***

Question: The highest multiplicity belongs to which entry?
Answer: C3H2EuO2

***

Question: Look up the multiplicity of the seventh one.
Answer: 6

***

Question: Which value of multiplicity does entry 10 give?
Answer: 2